Entry 1:
{"formula": "C18H31NO2", "method": "wB97M-V/def2-TZVPD", "elements": ["O", "O", "N", "C", "C", "C", "C", "C", "C", "C", "C", "C", "C", "C", "C", "C", "C", "C", "C", "C", "C", "H", "H", "H", "H", "H", "H", "H", "H", "H", "H", "H", "H", "H", "H", "H", "H", "H", "H", "H", "H", "H", "H", "H", "H", "H", "H", "H", "H", "H", "H", "H"], "xyz": [[-0.557, -1.343, -1.173], [3.283, -1.503, 0.466], [-0.596, 1.016, -0.452], [3.251, 0.786, 1.047], [0.662, -1.422, -0.697], [1.392, 2.203, 0.294], [1.547, -5.021, 0.302], [1.307, -0.333, -0.128], [1.030, -3.598, 0.458], [-2.821, 1.852, -0.836], [3.413, 1.944, -1.171], [2.911, 2.055, 0.271], [-5.543, -0.255, 0.981], [3.560, 3.268, 0.941], [0.639, 0.964, -0.111], [-1.379, 2.216, -0.485], [1.244, -2.793, -0.832], [-3.479, 1.025, 0.266], [-4.884, 0.572, -0.121], [2.650, -0.462, 0.433], [-6.941, -0.715, 0.586], [2.937, 1.113, -1.686], [-0.982, 2.912, -1.239], [-3.391, 2.769, -0.999], [-4.831, -0.025, -1.034], [-5.601, 0.341, 1.894], [1.034, -5.531, -0.511], [1.089, 3.021, -0.368], [-0.036, -3.614, 0.699], [2.864, 0.865, 2.068], [3.197, 2.859, -1.720], [-0.887, -0.383, -0.996], [3.282, 4.184, 0.422], [1.386, -5.585, 1.218], [-2.822, 1.282, -1.767], [1.061, 2.474, 1.304], [4.331, 0.639, 1.114], [-1.351, 2.731, 0.485], [-7.582, 0.142, 0.385], [2.311, -2.743, -1.040], [-2.860, 0.149, 0.470], [-3.528, 1.619, 1.182], [0.722, -3.291, -1.652], [4.488, 1.782, -1.184], [1.562, -3.105, 1.272], [3.245, 3.353, 1.979], [-4.921, -1.128, 1.194], [-6.901, -1.329, -0.311], [-5.503, 1.447, -0.333], [4.643, 3.179, 0.918], [2.612, -5.010, 0.087], [-7.392, -1.301, 1.384]], "forces_ev_per_angstrom": [[0.1, -0.2, 0.0], [0.2, -0.1, 0.1], [0.0, -0.5, -0.2], [0.1, 0.0, -0.1], [0.0, -0.2, -0.2], [0.0, 0.1, 0.0], [-0.1, 0.2, 0.1], [-0.1, 0.0, -0.1], [0.1, 0.0, -0.1], [0.2, 0.1, 0.4], [-0.1, 0.0, 0.2], [0.0, 0.1, 0.1], [-0.2, 0.1, -0.3], [-0.2, -0.2, -0.1], [-0.1, 0.0, 0.0], [-0.2, 0.4, -0.2], [-0.1, -0.1, 0.1], [-0.2, 0.1, -0.4], [0.2, -0.1, 0.5], [0.0, 0.1, 0.1], [0.2, 0.0, 0.2], [0.0, -0.1, -0.1], [0.0, 0.0, 0.1], [-0.1, 0.0, -0.1], [0.0, 0.0, -0.1], [0.1, 0.0, 0.1], [0.0, -0.1, -0.1], [0.0, 0.0, 0.1], [0.0, 0.0, 0.0], [0.0, 0.0, 0.1], [0.0, 0.1, -0.1], [0.2, 0.2, 0.2], [0.0, 0.1, -0.1], [0.0, -0.1, 0.0], [0.0, 0.0, -0.1], [0.0, 0.1, 0.0], [0.0, -0.1, 0.0], [0.0, 0.0, -0.1], [-0.1, 0.1, 0.0], [-0.1, 0.0, 0.0], [0.0, 0.0, 0.1], [0.0, 0.0, 0.1], [0.0, 0.1, 0.0], [0.1, 0.0, 0.0], [-0.1, 0.0, 0.0], [0.0, 0.0, 0.1], [0.1, 0.0, 0.1], [-0.1, -0.1, -0.1], [-0.1, 0.0, -0.1], [0.1, 0.0, 0.0], [0.1, -0.1, 0.0], [-0.1, -0.1, 0.0]], "mulliken_charge": [-0.658, -0.707, -0.275, -1.382, 0.235, -1.437, -1.323, 0.103, -0.202, -0.957, -1.905, 1.969, -0.304, -2.131, 0.644, -0.843, -0.999, -0.506, -0.701, 0.750, -1.282, 0.397, 0.413, 0.494, 0.356, 0.322, 0.330, 0.610, 0.345, 0.381, 0.442, 0.427, 0.427, 0.371, 0.319, 0.429, 0.458, 0.416, 0.327, 0.353, 0.237, 0.238, 0.543, 0.446, 0.307, 0.416, 0.318, 0.318, 0.306, 0.453, 0.335, 0.380], "e_tot_ev": -24755.0705, "charge": 0, "homo_energy_ev": -8.634, "smiles": "CCCCCC/N=C1\\CC(C)(C)CC(=O)\\C1=C(\\O)CCC", "gap_ev": 9.29, "e_lumo_ev": 0.6591, "largest_force_ev_per_a": 0.5}

Entry 2:
{"formula": "C18H32BBeBrCl3FKN3NaO4PS", "method": "wB97M-V/def2-TZVPD", "elements": ["Br", "K", "Cl", "Cl", "Cl", "S", "P", "Na", "F", "O", "O", "O", "O", "N", "N", "N", "C", "C", "C", "C", "C", "C", "C", "C", "C", "C", "C", "C", "C", "C", "C", "C", "C", "C", "B", "Be", "H", "H", "H", "H", "H", "H", "H", "H", "H", "H", "H", "H", "H", "H", "H", "H", "H", "H", "H", "H", "H", "H", "H", "H", "H", "H", "H", "H", "H", "H", "H", "H"], "xyz": [[-2.723, 0.644, 2.910], [-1.000, -4.417, -1.393], [4.181, 4.601, -6.798], [3.762, 4.988, -3.949], [1.499, 4.477, -5.693], [2.201, 2.882, 3.862], [-1.601, -2.172, 2.000], [2.174, -2.323, -1.664], [-3.031, 2.396, -0.533], [-3.106, -0.003, 0.234], [-1.663, -6.335, -4.465], [0.261, 2.613, 6.671], [-1.440, 0.200, -1.442], [1.686, 1.443, 4.307], [3.227, 5.054, -0.343], [1.411, 3.094, 2.433], [0.267, -1.228, 4.546], [0.715, 1.979, 2.295], [2.900, 3.711, -0.883], [-0.711, -3.614, 2.829], [-0.285, 2.730, 0.099], [0.122, -0.266, 3.345], [-1.525, -2.679, 0.189], [-2.015, -5.631, -5.569], [0.654, 2.423, -1.136], [-0.840, 0.468, 1.149], [0.817, 0.951, 3.375], [-3.276, -6.266, -6.188], [-0.018, -2.333, -0.381], [0.338, -0.432, 5.880], [3.089, 5.233, -5.562], [1.472, 3.700, -1.504], [-0.165, 1.676, 1.197], [-0.707, -0.590, 2.226], [-1.812, 0.233, -0.105], [-2.853, -4.851, 2.259], [-0.718, -1.731, 4.605], [-1.276, -5.585, -6.401], [-3.097, -7.301, -6.486], [-4.118, -6.246, -5.492], [1.403, -0.239, 6.080], [-2.272, -4.554, -5.432], [1.084, -1.955, 4.428], [-1.350, 2.932, -0.183], [0.040, 2.178, -2.011], [0.532, -3.280, -0.809], [-1.810, 1.039, -1.797], [0.105, 3.674, 0.520], [-0.166, 0.535, 5.750], [-1.096, -4.540, 2.292], [1.003, 3.031, 6.221], [3.062, 2.910, -0.136], [-1.106, -3.699, 3.854], [4.226, 5.220, -0.378], [-3.579, -5.711, -7.087], [0.388, -3.526, 2.803], [2.973, 6.298, -5.724], [-2.300, -2.143, -0.435], [0.934, 4.618, -1.219], [-0.059, -0.995, 6.736], [2.896, 5.067, 0.618], [3.646, 3.542, -1.703], [-0.116, -1.558, -1.176], [0.639, -1.915, 0.399], [-3.112, 0.053, 1.257], [-1.702, -3.807, 0.137], [1.335, 1.608, -0.827], [1.602, 3.727, -2.601]], "forces_ev_per_angstrom": [[0.5, 0.5, 2.6], [-0.8, -4.4, -5.1], [0.0, 0.1, 0.0], [0.0, 0.1, -0.1], [0.0, 0.1, 0.0], [-0.3, -0.5, -0.4], [-1.3, -1.2, 0.1], [0.4, 0.4, -0.3], [0.9, -0.1, -0.4], [0.8, -1.7, 0.9], [0.9, 0.8, 1.0], [0.0, -0.3, -0.5], [0.7, 0.1, 0.2], [0.2, -0.1, 0.5], [-0.3, -0.7, 0.0], [0.2, -0.8, 1.0], [-1.6, 0.8, 0.3], [-1.5, -1.6, -0.5], [0.5, 0.7, -0.8], [0.5, 0.4, -0.6], [0.7, 0.3, 0.2], [1.2, -0.7, 1.5], [1.8, 0.7, 0.5], [-0.8, -0.3, -0.5], [-0.5, 1.3, 0.5], [1.4, 0.1, -0.8], [0.3, 1.9, -1.3], [-0.2, 0.3, -0.5], [0.0, -0.5, -0.3], [1.0, -0.3, -0.4], [0.0, -0.1, 0.0], [0.5, -0.9, -0.1], [0.1, 0.2, -0.8], [-0.5, 2.0, -0.2], [-2.2, 1.3, 0.1], [-1.5, -0.5, -0.2], [0.6, -0.2, -0.2], [0.3, -0.2, 0.2], [0.1, 0.0, 0.1], [0.1, 0.0, 0.1], [-0.6, 0.2, 0.2], [0.0, 0.0, 0.4], [-0.3, 0.2, -0.1], [0.2, -0.6, 0.0], [0.3, -0.4, 0.4], [-0.4, 2.1, 1.2], [-0.4, -0.2, 0.1], [-0.2, -0.5, 0.0], [0.1, -0.3, 0.5], [1.3, 1.0, 0.4], [0.1, 0.0, 0.1], [-0.3, 0.2, -0.2], [0.4, 0.1, -0.3], [-0.1, 0.0, 0.3], [0.0, 0.0, 0.0], [-0.3, -0.3, 0.2], [0.0, 0.0, 0.0], [0.8, -0.5, 0.8], [0.2, -0.4, -0.1], [-0.1, 0.1, -0.4], [0.3, 0.4, -0.1], [-0.6, -0.2, 0.7], [-0.1, -0.4, 0.3], [-0.4, -0.2, -0.1], [-1.0, -0.1, -2.6], [-0.7, 3.0, 2.6], [-0.2, 0.1, -0.6], [-0.2, 0.1, 0.4]], "mulliken_charge": [-0.004, 0.931, -0.128, -0.097, -0.124, 0.100, 0.250, 0.928, -0.826, -0.615, -0.774, -0.609, -0.787, -0.446, -0.637, -0.525, -0.477, 0.663, -0.424, -1.297, -1.475, 0.412, -1.444, -0.115, -0.181, 0.028, 0.655, -1.005, -2.213, -1.470, 0.024, -0.292, -1.654, 0.702, 0.666, 0.076, 0.304, 0.172, 0.269, 0.239, 0.298, 0.130, 0.298, 0.545, 0.295, 0.529, 0.420, 0.759, 0.376, 0.371, 0.218, 0.236, 0.471, 0.248, 0.324, 0.308, 0.298, 0.733, 0.480, 0.426, 0.197, 0.379, 1.026, 0.642, 0.374, 0.928, 0.151, -0.260], "e_tot_ev": -184100.2220, "charge": 0, "homo_energy_ev": -6.340, "gap_ev": 1.82, "e_lumo_ev": -4.5180, "largest_force_ev_per_a": 6.8}

Entry 3:
{"formula": "C18H32N2O6", "method": "wB97M-V/def2-TZVPD", "elements": ["O", "O", "O", "O", "O", "O", "N", "N", "C", "C", "C", "C", "C", "C", "C", "C", "C", "C", "C", "C", "C", "C", "C", "C", "C", "C", "H", "H", "H", "H", "H", "H", "H", "H", "H", "H", "H", "H", "H", "H", "H", "H", "H", "H", "H", "H", "H", "H", "H", "H", "H", "H", "H", "H", "H", "H", "H", "H"], "xyz": [[3.660, -3.699, -1.676], [-3.531, 4.797, 2.231], [-0.361, -2.788, 0.020], [-0.350, 2.724, -0.452], [-3.182, 6.556, 0.900], [2.138, -3.640, 0.624], [0.367, -0.824, -0.814], [-1.406, 3.490, 1.387], [1.851, -4.221, -3.883], [-0.803, 1.130, 1.285], [1.387, 0.219, -0.769], [1.731, 0.732, 0.632], [0.562, -2.074, -0.323], [1.994, -2.603, -0.324], [-2.840, 5.497, 1.338], [-4.778, 5.345, 2.659], [-0.992, -0.311, -0.889], [-1.531, 4.854, 0.935], [0.616, 0.697, 1.684], [-0.827, 2.515, 0.656], [1.245, -5.347, -1.716], [2.400, -3.059, -1.731], [-5.392, 4.381, 3.650], [4.744, -2.827, -1.467], [1.429, -4.008, -2.431], [-1.585, 0.106, 0.450], [1.097, 1.022, -1.440], [2.570, 0.154, 1.029], [-1.357, 1.193, 2.229], [0.936, 1.301, 2.538], [-1.790, 3.266, 2.289], [1.122, -4.836, -4.410], [4.778, -2.046, -2.234], [4.711, -2.358, -0.479], [-4.617, 6.323, 3.114], [-1.022, 0.485, -1.630], [-6.350, 4.763, 4.001], [-1.463, 4.908, -0.148], [5.660, -3.411, -1.532], [-1.627, -1.105, -1.291], [1.933, -3.272, -4.420], [2.198, -5.868, -1.595], [2.670, -1.805, -0.005], [0.537, -0.315, 2.093], [-5.562, 3.406, 3.194], [0.451, -3.517, -2.448], [0.583, -5.998, -2.288], [2.818, -4.723, -3.943], [-5.433, 5.487, 1.798], [-2.599, 0.479, 0.276], [2.477, -2.162, -2.364], [2.107, 1.753, 0.527], [-4.744, 4.245, 4.517], [2.700, -4.307, 0.213], [-1.711, -0.795, 1.054], [2.310, -0.164, -1.219], [0.795, -5.215, -0.732], [-0.723, 5.472, 1.334]], "forces_ev_per_angstrom": [[0.1, -0.2, 0.0], [0.1, -0.5, 0.2], [-0.1, -0.1, 0.0], [-0.1, 0.1, 0.1], [-0.3, 0.5, -0.1], [-0.2, 0.0, -0.1], [0.1, 0.8, 0.0], [-0.1, 0.1, 0.2], [0.1, 0.0, 0.0], [-0.3, 0.2, 0.3], [0.8, -0.4, -0.4], [0.0, 0.3, 0.1], [-0.2, -0.5, 0.1], [0.4, 0.0, 0.5], [0.4, 0.1, -0.2], [-0.6, 0.2, 0.3], [-0.6, -0.5, -0.3], [-0.1, -0.2, 0.2], [0.1, -0.3, 0.0], [0.3, -0.4, -0.5], [0.0, 0.0, 0.2], [-0.2, 0.1, -0.4], [0.1, -0.1, 0.0], [0.2, 0.1, 0.1], [-0.3, -0.2, -0.1], [0.0, 0.0, 0.0], [-0.4, 0.1, 0.2], [0.0, 0.0, 0.1], [0.0, 0.0, 0.0], [0.0, 0.1, -0.1], [0.0, 0.0, 0.0], [0.0, 0.0, 0.0], [-0.1, 0.0, 0.0], [0.0, 0.0, 0.0], [0.1, 0.0, -0.1], [0.2, 0.2, 0.2], [0.0, 0.0, 0.0], [0.0, -0.2, 0.0], [0.0, -0.1, 0.0], [0.1, -0.1, 0.1], [0.0, 0.0, 0.0], [0.0, 0.0, -0.1], [-0.1, 0.1, -0.2], [-0.1, -0.1, -0.1], [0.0, 0.0, 0.0], [0.0, 0.1, 0.1], [0.0, 0.0, -0.1], [0.0, 0.0, 0.0], [0.1, 0.0, -0.1], [0.0, 0.1, -0.1], [0.0, 0.1, 0.0], [-0.1, 0.0, -0.1], [0.0, 0.0, 0.0], [0.1, 0.0, 0.1], [0.1, 0.0, 0.0], [-0.1, 0.0, 0.0], [0.0, 0.0, 0.0], [0.0, 0.1, 0.0]], "mulliken_charge": [-0.406, -0.275, -0.644, -0.678, -0.586, -0.643, 0.305, -0.161, -1.591, 1.235, -1.018, -0.684, -0.318, 0.652, 0.393, -0.218, -1.130, -0.461, -1.494, -0.395, -1.517, -0.282, -1.199, -0.736, 0.955, -1.397, 0.652, 0.358, 0.822, 0.493, 0.357, 0.424, 0.306, 0.248, 0.320, 0.583, 0.387, 0.358, 0.330, 0.402, 0.393, 0.224, -0.140, 0.387, 0.305, 0.204, 0.469, 0.290, 0.324, 0.466, 0.580, 0.459, 0.308, 0.643, 0.441, 0.260, 0.361, 0.278], "e_tot_ev": -34451.4227, "charge": 0, "homo_energy_ev": -9.149, "smiles": "CCOC(=O)CNC(=O)[C@@H]1CCCN(C(=O)[C@@H](O)[C@@H](OC)C(C)C)CC1", "gap_ev": 9.64, "e_lumo_ev": 0.4885, "largest_force_ev_per_a": 1.0}

Entry 4:
{"formula": "C18H32N2O8V", "method": "wB97M-V/def2-TZVPD", "elements": ["V", "O", "O", "O", "O", "O", "O", "O", "O", "N", "N", "C", "C", "C", "C", "C", "C", "C", "C", "C", "C", "C", "C", "C", "C", "C", "C", "C", "C", "H", "H", "H", "H", "H", "H", "H", "H", "H", "H", "H", "H", "H", "H", "H", "H", "H", "H", "H", "H", "H", "H", "H", "H", "H", "H", "H", "H", "H", "H", "H", "H"], "xyz": [[1.992, -1.900, 6.286], [4.252, -1.775, 5.675], [0.714, -7.276, 2.438], [1.644, -4.197, 5.762], [0.829, -5.249, 0.513], [0.440, -0.307, 5.340], [3.542, 0.734, 9.704], [2.055, -2.126, 3.766], [2.645, -2.503, 8.276], [2.945, 0.049, 7.232], [0.276, -1.737, 7.619], [3.981, 0.593, 6.307], [1.617, -4.458, 4.496], [1.633, -3.121, 9.064], [1.722, -3.386, 3.503], [0.269, -2.862, 8.544], [5.131, -2.840, 5.167], [4.391, 1.037, 10.790], [1.411, -5.785, 4.151], [1.099, -6.125, 2.793], [0.758, 0.866, 4.555], [-1.008, -1.582, 6.965], [-0.830, -0.271, 6.087], [2.963, 1.869, 8.915], [1.117, -4.961, 1.713], [1.470, -3.635, 2.147], [3.970, -2.578, 8.961], [2.160, 1.182, 7.708], [4.951, -0.507, 5.925], [1.739, -2.711, 10.068], [5.452, -0.214, 5.002], [-1.096, -2.325, 6.172], [1.811, -4.183, 9.236], [3.767, -2.355, 10.008], [0.161, 0.654, 3.668], [3.804, 1.466, 11.602], [1.454, -6.613, 4.843], [-0.173, -3.647, 7.931], [-0.777, 0.424, 6.925], [3.635, 1.146, 5.434], [-1.662, -0.077, 5.410], [0.556, 1.829, 5.026], [2.013, 1.996, 6.997], [2.251, 2.507, 9.439], [3.696, 2.525, 8.447], [5.660, -3.178, 6.057], [4.595, 1.356, 6.786], [1.782, 0.888, 4.185], [5.712, -0.569, 6.703], [4.441, -1.672, 8.579], [1.164, 1.026, 8.122], [4.601, -3.585, 4.574], [1.591, -2.863, 1.401], [0.533, -0.971, 8.226], [3.373, -0.130, 8.129], [4.642, -3.435, 8.990], [-0.416, -2.802, 9.390], [5.910, -2.360, 4.575], [-1.827, -1.642, 7.681], [5.291, 1.568, 10.478], [4.759, 0.182, 11.357]], "forces_ev_per_angstrom": [[0.7, -0.9, -0.8], [0.7, 0.6, -0.1], [1.0, 2.4, 0.6], [0.6, 2.5, 0.4], [0.7, 0.6, 2.6], [-0.3, 0.1, 1.6], [-0.5, 1.1, -1.1], [-0.4, -2.1, 2.1], [1.8, -1.6, 0.7], [-0.8, 1.3, -1.6], [0.3, -0.7, 0.8], [0.6, -0.6, 0.4], [-0.6, -2.1, 2.1], [0.8, -0.5, 1.3], [0.4, 3.6, -3.3], [-1.1, -1.1, -1.3], [0.2, 1.8, 0.9], [-0.3, 0.2, 0.6], [0.4, 0.5, -1.7], [-1.1, -1.8, -0.9], [-1.1, -1.1, -0.7], [1.2, 0.9, -2.7], [0.5, -0.2, 1.3], [-0.4, -1.5, -0.7], [-0.5, -0.6, -2.3], [-0.1, -1.7, 1.1], [-1.4, 2.1, 0.1], [0.4, 2.0, 2.0], [-0.6, -1.0, -0.8], [-0.2, 0.5, 0.2], [0.2, -0.1, -0.1], [-0.1, -0.8, 0.6], [0.1, -0.3, -0.6], [-0.1, 0.0, 0.1], [-0.1, 1.0, -0.3], [0.1, 1.1, -0.2], [-0.2, 0.3, 0.4], [0.6, -0.7, 0.1], [0.1, 1.2, -0.6], [-0.9, -0.6, 0.0], [0.0, 0.0, 0.1], [-0.4, -0.2, 0.2], [0.1, -0.2, -0.5], [0.1, -0.3, 0.6], [0.7, -0.2, 0.5], [-0.1, -0.8, -0.1], [0.1, 0.1, 0.4], [0.1, -0.7, 0.6], [0.1, -0.6, 0.2], [0.6, -0.5, 0.0], [-0.1, -1.0, -0.1], [-0.2, 0.2, 0.5], [-0.1, 0.1, 0.1], [-0.4, 1.2, 0.0], [0.8, -1.1, 0.0], [-0.7, -0.5, -1.1], [-0.2, 0.7, 0.2], [-0.1, 0.0, -0.5], [-0.3, 0.6, -0.3], [-0.2, 0.6, 0.1], [-0.1, -0.9, -0.9]], "mulliken_charge": [-1.654, 0.318, -0.701, -0.542, -0.712, 0.380, 1.006, -0.548, 0.412, 1.592, 2.001, -0.772, 0.438, -1.049, 0.482, -0.795, -0.996, -1.375, -0.983, 0.424, -1.166, -0.607, -0.981, -1.785, 0.353, -0.818, -0.817, 0.694, -1.140, 0.909, 0.600, 0.304, 0.240, 0.330, 0.423, 0.453, 0.425, 0.352, 0.137, 0.513, 0.485, 0.362, 0.196, 0.641, 0.378, 0.314, 0.328, 0.176, 0.428, 0.083, -1.116, 0.192, 0.417, -0.835, -0.518, 0.308, 0.453, 0.318, 0.507, 0.365, 0.168], "e_tot_ev": -64227.4501, "charge": -1, "multiplicity": 5, "homo_energy_ev": [-0.335, -3.875], "gap_ev": [2.36, 5.80], "e_lumo_ev": [2.0213, 1.9295], "largest_force_ev_per_a": 4.9}

Look up the charge of the fourth one.
-1

Which value of charge does entry 1 give?
0

Which value of charge does entry 3 give?
0